# C29H28N6O4SSbSe4Tc

A structure of composition C29H28N6O4SSbSe4Tc at a distorted geometry (the ωB97M-V functional and the def2-TZVPD basis, OMol25).

## Properties
* E_HOMO (alpha / beta): -4.7 / -4.9 eV
* ⟨S²⟩: 3.784
* E_tot: -12076.47447 a.u.
* LUMO (alpha / beta): 1.355 / 0.774 eV
* HOMO-LUMO gap (alpha / beta): 0.2214 / 0.2091 hartree
* F_max: 0.0847 hartree/bohr

ORCA input file:
```
! wB97M-V def2-TZVPD RIJCOSX def2/J DEFGRID3
* xyz -1 4
Tc 0.111 -0.075 0.307
Se 0.707 2.067 5.104
Sb 1.319 2.363 2.809
Se 1.890 0.089 1.682
Se -0.527 1.972 1.029
Se 2.899 4.073 2.255
N -6.807 -4.327 -4.409
C -5.892 -3.467 -3.801
C -5.024 -2.693 -4.569
C -4.106 -1.852 -3.972
C -4.044 -1.764 -2.587
C -4.870 -2.568 -1.810
C -5.788 -3.404 -2.413
S -1.628 -1.073 -1.647
O -3.251 -0.838 -1.982
O -1.420 -2.538 -1.692
N -1.727 -0.744 -0.032
C -1.984 -1.302 1.122
N -1.012 -0.929 2.012
C -1.185 -1.155 3.306
C -2.295 -1.863 3.721
C -3.158 -2.325 2.730
N -3.028 -2.063 1.450
H -7.069 -4.072 -5.350
H -7.604 -4.572 -3.840
H -5.078 -2.736 -5.650
H -3.449 -1.230 -4.559
H -4.806 -2.496 -0.736
H -6.445 -4.006 -1.802
H -0.429 -0.764 3.988
H -2.479 -2.039 4.765
H -4.018 -2.935 2.979
N 0.958 -2.153 -0.437
C 1.868 -1.846 -1.511
C 2.571 -2.847 -2.156
C 3.480 -2.541 -3.164
C 3.703 -1.235 -3.514
C 3.036 -0.185 -2.857
C 3.334 1.166 -3.122
C 2.709 2.145 -2.382
C 1.776 1.778 -1.432
N 1.430 0.504 -1.162
C 2.076 -0.495 -1.856
H 0.055 -2.481 -0.851
H 1.318 -2.939 0.116
H 2.411 -3.878 -1.865
H 4.017 -3.340 -3.655
H 4.420 -0.976 -4.280
H 4.063 1.405 -3.881
H 2.930 3.193 -2.511
H 1.292 2.555 -0.846
C -4.344 6.101 -4.220
C -3.579 4.879 -3.804
C -4.049 4.069 -2.784
C -3.373 2.919 -2.398
C -3.877 2.130 -1.230
C -2.212 2.566 -3.085
C -1.693 3.391 -4.083
C -0.382 3.052 -4.728
C -2.384 4.542 -4.426
C -1.480 1.301 -2.731
O -1.330 0.392 -3.557
O -1.044 1.240 -1.546
H -5.117 6.338 -3.491
H -4.823 5.928 -5.186
H -3.681 6.959 -4.322
H -4.957 4.344 -2.265
H -4.929 2.333 -1.030
H -3.307 2.411 -0.341
H -3.754 1.062 -1.389
H 0.379 2.908 -3.960
H -0.055 3.845 -5.399
H -0.462 2.120 -5.289
H -1.984 5.198 -5.187
*
```